# C3H12O4

A 4-piece molecular cluster, C3H12O4 overall (ωB97M-V with the def2-TZVPD basis set, the OMol25 dataset).

CARTESIAN COORDINATES (ANGSTROEM)
C (1.2436, -0.5373, 0.3874)
C (0.4803, 0.1833, 1.2410)
O (-0.7466, -0.3399, 1.4031)
C (0.5993, 1.5867, 1.4878)
H (2.2274, -0.1840, 0.1590)
H (1.0097, -1.5188, 0.1568)
H (-1.2170, 0.0252, 2.2082)
H (0.1837, 2.1298, 0.6017)
H (-0.0464, 2.1174, 2.1402)
H (1.5054, 1.8865, 1.8483)
H (-2.7463, 2.3822, 0.0217)
H (-3.4012, 2.3080, -1.4025)
O (-2.8005, 2.8848, -0.8877)
H (1.2262, -3.4280, 2.2407)
H (0.2481, -3.7096, 1.0238)
O (1.1137, -3.6732, 1.2867)
H (0.6886, -0.7136, -3.6816)
H (0.1076, 0.5519, -4.2040)
O (0.7178, -0.0271, -4.2784)

Summary:
* net charge: -1
* HOMO (alpha / beta): 0.63 / -4.91 eV
* 2S+1: 2
* <S²>: 0.75
* energy: -11492.324 eV
* energy above the lowest of the compared OMol25 structures with the same formula, charge and spin: 3.046 eV
* HOMO-LUMO gap (alpha / beta): 2.96 / 8.43 eV

# C7H16FNP

An isolated ion of composition C7H16FNP and charge +1 (ωB97M-V with the def2-TZVPD basis set, the OMol25 dataset).

CARTESIAN COORDINATES (ANGSTROEM)
C (-1.2063, 2.5326, 0.6570)
N (-0.6003, 1.3679, 0.0890)
C (0.5682, 0.8424, 0.8309)
C (0.9377, -0.4129, 0.0061)
C (1.5490, -0.1141, -1.3621)
C (1.7952, -1.3794, 0.7653)
C (-0.6946, -0.9729, -0.1790)
F (-0.8584, -1.6200, 1.0422)
P (-1.1150, -2.1606, -1.5141)
C (-1.5570, 0.2383, -0.0157)
H (-1.5849, 2.1929, 1.6698)
H (-0.4036, 3.2442, 0.6819)
H (-2.0576, 2.8301, -0.0937)
H (-0.1717, 1.4019, -0.9022)
H (0.1446, 0.5399, 1.8515)
H (1.3861, 1.6112, 0.8471)
H (0.7930, 0.2088, -2.1662)
H (1.9405, -1.1551, -1.7656)
H (2.4847, 0.5784, -1.2405)
H (1.8038, -2.3905, 0.2929)
H (1.6204, -1.4825, 1.9180)
H (2.8601, -1.0334, 0.4604)
H (-2.3733, -2.3541, -1.0741)
H (-0.6861, -3.3836, -0.7178)
H (-2.2074, 0.4911, -0.8871)
H (-2.3671, 0.3795, 0.8059)

Summary:
* net charge: +1
* HOMO: -13.49 eV
* energy: -21005.979 eV
* energy above the lowest of the compared OMol25 structures with the same formula, charge and spin: 0.000 eV
* structure (SMILES): C[N@H+]1CC(C)(C)[C@](F)(P)C1
* HOMO-LUMO gap: 10.47 eV

Number 1: F_max 9.0 eV/A. Number 2: F_max 3.3 eV/A.